[1]
{
  "formula": "C9H14NP",
  "method": "ωB97M-V with the def2-TZVPD basis set",
  "spin_multiplicity": 1,
  "e_homo_ev": -7.61,
  "homo_lumo_gap_ev": 7.92,
  "e_lumo_ha": 0.0115,
  "molar_mass_g_mol": 167.2,
  "e_tot_ev": -20335.1973,
  "largest_force_ev_per_a": 5.39,
  "elements": ["C", "C", "C", "C", "C", "C", "C", "C", "C", "N", "P", "H", "H", "H", "H", "H", "H", "H", "H", "H", "H", "H", "H", "H", "H"],
  "coordinates": [[-3.45017, 0.41001, -0.91108], [-3.87053, 0.21286, 0.38709], [-2.09119, 0.30168, -1.20161], [-2.93713, 0.14038, 1.37242], [-1.32052, 0.02874, -0.09960], [1.58626, 0.71255, -1.69023], [3.35107, 0.03189, -0.14682], [1.10569, -1.27582, 1.91409], [1.87466, 0.27682, -0.24919], [-1.63517, 0.02622, 1.12743], [0.97121, -1.31581, 0.04945], [-4.16968, 0.40278, -1.75200], [-5.00375, 0.09990, 0.58189], [-1.72186, 0.47246, -2.25112], [-3.26279, 0.11098, 2.42082], [1.50344, -0.14159, -2.32907], [0.56656, 1.13319, -1.78087], [2.40016, 1.33552, -2.09282], [3.56467, -0.62077, -0.93523], [3.87682, -0.39880, 0.78139], [3.72281, 0.93705, -0.24827], [0.12032, -1.13789, 2.20481], [1.80177, -0.42713, 2.10549], [1.46473, -2.25664, 2.21940], [1.55260, 0.94141, 0.52363]],
  "forces_ev_per_angstrom": [[0.012, -0.912, -1.512], [-3.053, 0.137, -0.249], [-0.626, 0.720, -1.213], [-0.714, -0.037, 1.965], [4.853, -1.911, -1.342], [-0.611, 0.690, 0.476], [-0.583, -3.493, 2.598], [1.989, -0.045, -2.165], [-0.583, -1.525, -0.371], [-1.126, -0.006, 1.542], [-1.922, 1.760, -0.118], [0.381, 0.436, 0.641], [2.107, 0.402, -0.051], [-0.235, -0.570, 1.390], [0.269, -0.024, -0.365], [0.350, -0.862, -0.428], [0.757, 0.448, 0.148], [-0.574, 0.172, 0.100], [0.992, -0.829, -1.376], [-1.459, 0.428, -0.937], [2.596, 4.205, -0.935], [-1.922, 0.635, 1.168], [-0.681, -0.830, 0.542], [0.159, 0.180, 0.308], [-0.376, 0.833, 0.184]],
  "mulliken_charge": [-0.32, -0.28, -0.43, -0.41, 0.23, -1.37, -1.79, -0.86, 0.34, -0.27, 0.10, 0.32, 0.26, 0.33, 0.33, 0.43, 0.23, 0.39, 0.45, 0.34, 0.53, 0.29, 0.30, 0.31, 0.55]
}



[2]
{
  "formula": "C9H14O",
  "method": "ωB97M-V with the def2-TZVPD basis set",
  "spin_multiplicity": 2,
  "e_homo_ev": [0.73, -3.45],
  "homo_lumo_gap_ev": [2.82, 6.95],
  "charge": -1,
  "e_lumo_ha": [0.1304, 0.1287],
  "molar_mass_g_mol": 138.2,
  "s2": 0.760,
  "e_tot_ev": -11605.8578,
  "largest_force_ev_per_a": 1.19,
  "elements": ["C", "C", "H", "H", "H", "H", "H", "H", "C", "C", "C", "C", "C", "C", "C", "O", "H", "H", "H", "H", "H", "H", "H", "H"],
  "coordinates": [[0.87085, -0.30529, -3.15324], [-0.12302, -0.61647, -4.28294], [1.36121, 0.66544, -3.18667], [0.31225, -0.29555, -2.21581], [1.59814, -1.09222, -3.03575], [-1.02349, -1.00472, -3.82121], [0.22926, -1.33077, -5.02379], [-0.37373, 0.26612, -4.87474], [-0.92021, -2.03589, 2.56907], [0.59387, 0.77779, 0.46587], [0.26930, 1.87220, 1.24008], [0.14568, -0.52062, 0.88487], [-0.42315, -0.65304, 2.16036], [-0.18311, 1.74634, 2.55974], [-0.49836, 0.42031, 3.02715], [0.62459, 3.12037, 0.73757], [1.29881, 0.91363, -0.33738], [0.31263, -1.37216, 0.23959], [0.04567, 2.54179, 3.25309], [-0.07696, 3.74963, 0.92370], [-1.48966, -2.42830, 1.73071], [-1.52535, -1.99601, 3.46518], [-0.97710, 0.26387, 3.98752], [-0.04812, -2.68644, 2.68702]],
  "forces_ev_per_angstrom": [[-0.667, -0.066, 0.421], [0.244, 0.444, -0.130], [0.111, -0.060, -0.380], [0.104, 0.093, 0.068], [0.453, -0.176, -0.066], [-0.286, -0.104, -0.254], [0.199, -0.250, 0.127], [-0.177, 0.110, 0.229], [0.781, 0.691, -0.569], [-0.282, 0.182, 0.397], [0.964, -0.428, 0.089], [0.180, 0.292, 0.074], [-0.021, -0.447, 0.150], [-0.436, 0.123, -0.037], [-0.383, -0.187, -0.395], [0.483, 0.201, -0.188], [-0.316, 0.105, -0.575], [-0.032, -0.207, 0.042], [-0.230, 0.219, 0.024], [-0.203, -0.099, 0.325], [-0.316, -0.226, 0.011], [-0.085, -0.139, 0.239], [0.087, 0.097, 0.122], [-0.169, -0.167, 0.275]],
  "mulliken_charge": [-0.60, -0.91, 0.32, 0.04, 0.30, 0.29, 0.28, 0.25, -1.41, -0.54, 0.04, -0.73, 0.57, -0.66, -0.21, -0.45, 0.42, 0.34, 0.19, 0.26, 0.34, 0.32, 0.29, 0.27]
}



[3]
{
  "formula": "C9H14O",
  "method": "ωB97M-V with the def2-TZVPD basis set",
  "spin_multiplicity": 2,
  "e_homo_ev": [0.70, -3.41],
  "homo_lumo_gap_ev": [3.20, 7.19],
  "charge": -1,
  "e_lumo_ha": [0.1434, 0.1391],
  "molar_mass_g_mol": 138.2,
  "s2": 0.760,
  "e_tot_ev": -11605.7915,
  "largest_force_ev_per_a": 2.10,
  "elements": ["C", "C", "H", "H", "H", "H", "H", "H", "C", "C", "C", "C", "C", "C", "C", "O", "H", "H", "H", "H", "H", "H", "H", "H"],
  "coordinates": [[1.90658, 0.07589, -1.89253], [0.87626, -1.02492, -2.20037], [2.85591, -0.02236, -2.42196], [2.29045, -0.09701, -0.90831], [1.45097, 1.05164, -2.01706], [-0.08700, -0.58424, -2.43107], [1.15717, -1.63044, -3.06476], [0.67505, -1.61730, -1.32373], [1.48520, 0.05672, 2.12668], [-0.17502, 1.34486, 0.82441], [0.20779, 0.13996, 1.35560], [-1.45523, 1.58242, 0.24777], [-2.34598, 0.47306, 0.28211], [-0.70650, -0.96427, 1.39210], [-1.96271, -0.75450, 0.73063], [-3.64465, 0.68607, -0.23389], [0.59112, 2.11878, 0.77108], [-1.77516, 2.54254, -0.12720], [1.84094, 0.93417, 2.66323], [2.33393, -0.47242, 1.66371], [-0.45471, -1.86392, 1.93788], [-3.70895, 0.20443, -1.05836], [-2.67213, -1.57963, 0.67897], [1.31665, -0.59954, 3.00506]],
  "forces_ev_per_angstrom": [[0.227, -0.830, -0.164], [0.035, 0.483, -0.451], [-0.277, 0.171, -0.874], [-0.347, 0.488, 1.063], [0.336, 0.214, 0.216], [-0.187, 0.203, -0.128], [0.037, -0.201, 0.172], [0.123, -0.493, 0.245], [0.530, -1.502, 1.363], [0.563, 0.205, -0.331], [-0.524, 0.234, 0.641], [-0.386, -0.571, 0.116], [0.354, 0.552, -0.503], [0.760, 0.632, -0.524], [-0.547, -0.591, 0.456], [0.027, -0.011, 0.121], [-0.163, 0.109, 0.159], [-0.011, 0.036, 0.013], [-0.012, 0.619, -0.721], [-0.081, 0.388, -0.419], [-0.127, -0.074, -0.060], [0.008, -0.139, -0.147], [-0.079, 0.146, 0.011], [-0.257, -0.069, -0.255]],
  "mulliken_charge": [-0.60, -0.88, 0.38, 0.01, 0.22, 0.20, 0.35, 0.26, -1.48, -0.45, 1.00, -0.73, 0.16, -0.96, -0.39, -0.58, 0.27, 0.42, 0.33, 0.25, 0.24, 0.29, 0.33, 0.37]
}